[1]
The following is a DFT calculation (wB97M-V/def2-TZVPD) of a single C7H10O molecule at a distorted geometry.

The energy relative to the best compared isomer or geometry (same formula, charge and spin) is 806.5 kJ/mol. The HOMO-LUMO gap is 9.0 eV. The value obtained for the total energy is -9460.2014 eV. The largest force on an atom comes out at 5.131 eV/Å.

Positions of all 18 atoms, in Å:
C: -0.17206 -1.13804 -0.12072
C: 1.32413 -1.57878 -0.06297
C: 2.04236 -0.19025 0.02728
C: 1.32686 0.91930 0.14150
C: -0.03988 1.55282 -0.14044
C: -1.31495 1.07701 -0.27727
C: -2.17849 -0.18431 0.22590
H: -0.23009 -0.37857 0.67738
H: -0.25935 -0.46567 -0.86934
H: 1.44923 -1.69655 -1.28804
H: 1.98255 -2.41501 0.44836
H: 3.16724 0.13382 0.26836
H: 2.05355 1.81318 0.23712
H: 0.04965 2.54573 0.05446
H: -2.02475 1.95448 -0.56164
H: -2.19909 -0.12717 1.56087
H: -3.37914 -0.33621 -0.25927
O: -1.59779 -1.48577 -0.06155

[2]
The following is a DFT calculation (wB97M-V/def2-TZVPD) of a molecular structure, C6H12N2O2S at a distorted geometry.

The energy relative to the best compared isomer or geometry (same formula, charge and spin) is 461.2 kJ/mol. The HOMO-LUMO gap is 9.1 eV. The value obtained for the total energy is -24322.1879 eV. The largest force on an atom comes out at 4.645 eV/Å.

Positions of all 23 atoms, in Å:
C: 1.68737 1.05804 -0.15563
C: 0.38035 -0.97980 1.41264
C: -1.21253 -0.98122 0.15048
C: 0.27844 -1.09263 -0.04340
C: 1.50363 2.51602 -0.42892
C: 0.88719 -2.21878 -0.82332
N: -3.56703 -0.13254 0.07923
N: 0.67446 0.19615 -0.60927
O: 2.64967 0.64099 0.47130
O: -1.65340 1.48582 -0.47825
S: -2.19259 0.40436 0.32569
H: 0.31314 -0.03484 1.87368
H: 0.60884 -1.99398 1.83269
H: -1.72451 -1.91901 0.21283
H: 0.43313 2.74397 -0.42158
H: 2.05407 3.07480 0.37589
H: 2.05080 2.73559 -1.36691
H: 1.74169 -1.76247 -1.29042
H: 0.26070 -2.69334 -1.57000
H: 1.26212 -2.95145 -0.12697
H: -4.25672 0.51074 -0.26944
H: -0.08425 0.70159 -0.95261
H: -2.09455 0.69200 1.80231

[3]
The following is a DFT calculation (wB97M-V/def2-TZVPD) of 4 unconnected molecules or ions with the total composition C20H40BF4N5 at a distorted geometry.

The energy relative to the best compared isomer or geometry (same formula, charge and spin) is 32.3 kJ/mol. As for the net charge: +2. The HOMO-LUMO gap is 10.8 eV. The value obtained for the total energy is -40377.9053 eV. The largest force on an atom comes out at 3.767 eV/Å.

Positions of all 70 atoms, in Å:
C: -1.22877 2.30213 -4.93724
C: -0.61618 2.73849 -3.57730
N: -1.74493 3.26222 -2.62803
C: -2.63208 4.29920 -2.83719
C: -3.47258 4.32539 -1.77263
N: -3.05105 3.32749 -0.89779
C: -2.00041 2.69160 -1.45007
C: -3.79007 2.92312 0.29766
H: -1.98051 2.94719 -5.40728
H: -1.76615 1.42708 -4.83972
H: -0.38575 2.32391 -5.56467
H: 0.03100 3.60922 -3.61612
H: -0.11434 1.94916 -3.04597
H: -2.47585 5.02505 -3.64344
H: -4.29699 5.01931 -1.66259
H: -1.60356 1.72792 -1.09881
H: -4.91229 3.12729 0.19083
H: -3.52029 3.50673 1.19534
H: -3.54248 1.92075 0.59022
C: -1.88146 -4.31611 -3.28010
C: -1.67665 -5.66972 -2.56695
N: -0.50541 -5.65328 -1.70872
C: 0.21080 -6.77482 -1.26079
C: 1.14391 -6.26908 -0.41208
N: 0.98539 -4.90321 -0.40421
C: -0.07709 -4.57237 -1.15301
C: 1.71495 -4.09631 0.61030
H: -2.76144 -4.46269 -3.93153
H: -0.99072 -4.06086 -3.81227
H: -2.02752 -3.54992 -2.61279
H: -1.57084 -6.43593 -3.31688
H: -2.58881 -5.88905 -1.94418
H: 0.03491 -7.75505 -1.67138
H: 1.98905 -6.69696 0.08532
H: -0.54876 -3.61996 -1.29354
H: 2.51733 -4.64020 1.03947
H: 0.95392 -3.82396 1.33401
H: 1.91287 -3.10769 0.11137
C: 3.13113 2.17073 -0.37635
C: 3.08196 1.78281 1.10208
C: 1.65078 2.06344 1.72485
N: 1.62313 1.78321 3.16165
C: 2.53131 2.74158 3.87588
C: 1.91020 0.22648 3.54302
C: 0.73466 -0.31720 4.36373
C: -0.43897 0.60844 3.86971
C: 0.15646 1.97626 3.65291
H: 2.62556 1.50786 -1.11538
H: 4.14121 2.41960 -0.71178
H: 2.53314 3.07534 -0.48768
H: 3.84809 2.41072 1.57693
H: 3.18742 0.74008 1.29586
H: 0.78887 1.51235 1.28979
H: 1.40781 3.13027 1.67287
H: 3.57557 2.57136 3.52440
H: 2.50308 2.51119 4.93955
H: 2.21651 3.78641 3.78356
H: 2.90713 0.19807 3.94960
H: 1.99586 -0.30190 2.61731
H: 0.83618 -0.14874 5.40541
H: 0.64416 -1.37939 4.16398
H: -1.17952 0.71343 4.66246
H: -0.78610 0.20514 3.00621
H: 0.32190 2.55796 4.58809
H: -0.33694 2.63773 2.96769
B: 0.14083 -0.65041 -0.21694
F: 0.84613 -0.17807 -1.32607
F: 1.03210 -1.02687 0.87435
F: -0.79008 0.34611 0.09506
F: -0.57071 -1.83011 -0.57998

[4]
The following is a DFT calculation (wB97M-V/def2-TZVPD) of 4 unconnected molecules or ions with the total composition C4H14O3 at a distorted geometry.

The energy relative to the best compared isomer or geometry (same formula, charge and spin) is 76.0 kJ/mol. As for the net charge: -1. The HOMO-LUMO gap (alpha / beta) is 2.4 / 9.9 eV. The value obtained for the total energy is -10515.6648 eV. As for the multiplicity: 2. The largest force on an atom comes out at 1.195 eV/Å.

Positions of all 21 atoms, in Å:
C: -2.05908 -0.24433 -1.09886
C: -1.82679 -0.45510 0.35767
C: -2.43928 -1.42373 1.03374
C: -2.30609 -1.56348 2.54243
H: -2.47406 -1.14035 -1.58262
H: -2.83939 0.49606 -1.25647
H: -1.21933 -0.03339 -1.74121
H: -1.14219 0.15427 0.92466
H: -3.11865 -2.10675 0.55606
H: -3.10573 -2.12516 3.02694
H: -1.36821 -2.00385 2.88263
H: -2.35463 -0.55851 2.96409
H: 0.69257 4.66266 -0.59835
H: -0.58415 3.86818 -0.95226
O: 0.35912 3.77155 -0.76607
H: 4.74387 1.35644 0.19264
H: 3.43250 1.83170 0.88301
O: 3.97500 1.05376 0.68616
H: 4.27876 -2.57316 -2.50649
H: 4.57041 -1.06457 -2.56197
O: 4.78535 -1.90225 -2.98573

[5]
The following is a DFT calculation (wB97M-V/def2-TZVPD) of 2 unconnected molecules or ions with the total composition C4H10O2S at a distorted geometry.

The energy relative to the best compared isomer or geometry (same formula, charge and spin) is 207.2 kJ/mol. As for the net charge: +1. The HOMO-LUMO gap (alpha / beta) is 8.9 / 3.8 eV. The value obtained for the total energy is -19229.4310 eV. As for the multiplicity: 2. The largest force on an atom comes out at 4.486 eV/Å.

Positions of all 17 atoms, in Å:
O: -2.69313 -0.65217 -1.44872
C: -1.50679 -0.47537 -1.33770
C: -0.86385 0.31059 -0.27128
C: 0.00256 -0.51316 0.69318
C: 0.40927 -0.05295 2.13520
S: 1.65892 1.22417 2.12375
H: -0.93239 -0.96316 -2.12854
H: -1.62421 0.93913 0.25521
H: -0.11878 1.12841 -0.58339
H: -0.34060 -1.53101 0.88072
H: 0.96736 -0.50477 0.14823
H: 0.75852 -0.99036 2.59013
H: -0.45187 0.14287 2.81658
H: 2.63327 0.42722 2.61591
H: 1.45871 0.69649 -2.76855
H: 0.14483 -0.01639 -2.99234
O: 0.49818 0.83045 -2.72838

[6]
The following is a DFT calculation (wB97M-V/def2-TZVPD) of 3 unconnected molecules or ions with the total composition C3H11NO3 at a distorted geometry.

The energy relative to the best compared isomer or geometry (same formula, charge and spin) is 178.7 kJ/mol. The HOMO-LUMO gap is 10.4 eV. The value obtained for the total energy is -10921.1538 eV. The largest force on an atom comes out at 2.066 eV/Å.

Positions of all 18 atoms, in Å:
O: -2.02577 -2.59867 1.11735
C: -0.84970 -2.76295 0.91603
C: 0.00375 -1.79990 0.09766
C: 1.38918 -1.50228 0.69267
N: -0.69901 -0.61153 -0.34838
H: -0.46727 -3.79425 1.00040
H: 0.21097 -2.43871 -0.77575
H: 1.35660 -1.71165 1.77352
H: 2.19026 -2.10030 0.27565
H: 1.57409 -0.43211 0.77875
H: -1.59020 -0.87952 -0.75784
H: -0.92414 -0.04503 0.47090
H: 1.03873 1.53433 0.31112
H: -0.33169 1.90766 -0.18255
O: 0.36889 2.21732 0.41844
H: -0.16634 4.68195 -1.25459
H: -0.96732 5.36842 -2.35542
O: -0.11103 4.96723 -2.17795